123
Properties=species:S:1:pos:R:3 method="wB97M-V/def2-TZVPD" relative_energy_kcal_mol=351.8 total_charge=0
C 2.9168 0.4754 -0.5847
C 3.8034 -0.3072 -1.7067
C 3.0285 -1.6080 -2.4137
C 3.0698 -2.8274 -1.3342
C 1.6481 -1.2803 -3.1613
P -0.0628 -1.1268 -2.4001
N -0.4238 -2.4426 -1.1928
O -0.1765 0.3346 -1.3901
C 1.4583 -2.3809 -4.4064
O 0.5220 -1.5852 -5.2134
C 0.6887 -0.1413 -4.9218
O -0.0137 0.9127 -5.3629
O 1.8411 -0.0305 -3.9702
H 2.1719 -0.1836 0.0306
H 3.6192 1.1390 0.1168
H 2.2523 1.2714 -1.1755
H 4.3097 0.3944 -2.5174
H 4.7192 -0.8053 -1.1237
H 3.7978 -1.9235 -3.2755
H 3.6578 -2.5797 -0.3246
H 2.0448 -3.2909 -1.0265
H 3.6947 -3.7253 -1.8134
H -1.4744 -2.5951 -1.2705
H -0.0350 -3.3122 -1.6667
H -1.1744 0.4911 -1.2831
H 0.7772 -3.1804 -3.8897
H 2.4541 -2.7519 -4.8938
C -1.9682 -4.3243 1.9260
C -1.9859 -4.5926 0.4299
N -2.0007 -4.8152 -0.8111
H -2.2699 -5.2237 2.4696
H -0.9611 -4.0384 2.2415
H -2.6607 -3.5132 2.1674
C 0.6581 -5.8728 -7.3372
C 0.8908 -5.6501 -5.8517
N 1.0838 -5.4653 -4.6194
H 1.5228 -5.5215 -7.9067
H 0.5098 -6.9378 -7.5356
H -0.2295 -5.3231 -7.6620
C -0.6844 2.6301 1.0611
C 0.8163 2.6901 1.2952
N 2.0612 2.7399 1.4894
H -0.9162 1.8549 0.3256
H -1.1987 2.3978 1.9976
H -1.0422 3.5935 0.6878
C 0.1954 7.1622 -0.1875
C -0.8251 6.0988 -0.5592
N -1.6716 5.2166 -0.8676
H -0.1305 8.1376 -0.5588
H 0.3023 7.2124 0.8995
H 1.1654 6.9188 -0.6298
C 7.9954 -1.3084 -1.9698
C 6.9749 -2.3718 -2.3415
N 6.1284 -3.2540 -2.6499
H 7.6695 -0.3330 -2.3411
H 8.1023 -1.2582 -0.8828
H 8.9654 -1.5518 -2.4121
C 0.3581 10.6217 -3.3759
C 0.5908 10.8444 -1.8904
N 0.7838 11.0293 -0.6581
H 1.2228 10.9731 -3.9454
H 0.2098 9.5567 -3.5743
H -0.5295 11.1714 -3.7007
C -4.8834 -6.4693 4.2838
C -3.3856 -6.2725 4.4522
N -2.1431 -6.1092 4.5918
H -5.3160 -6.8505 5.2128
H -5.3587 -5.5168 4.0341
H -5.0773 -7.1853 3.4805
C -1.6641 11.9574 2.8004
C -0.7891 11.5726 1.6186
N -0.0632 11.2532 0.6382
H -1.4286 12.9754 3.1227
H -2.7185 11.9093 2.5148
H -1.4890 11.2708 3.6331
C -4.9152 -3.0788 -2.0300
C -4.1804 -1.7781 -1.7493
N -3.5709 -0.6991 -1.5165
H -5.7827 -2.8868 -2.6672
H -4.2487 -3.7812 -2.5379
H -5.2545 -3.5252 -1.0913
C 8.1608 -5.7473 -0.3207
C 8.8956 -4.4466 -0.0400
N 9.5051 -3.3675 0.1929
H 7.2932 -5.5553 -0.9579
H 8.8273 -6.4497 -0.8286
H 7.8215 -6.1937 0.6180
C -1.4266 0.1261 3.6105
C -2.4471 -0.9374 3.2388
N -3.2937 -1.8196 2.9304
H -1.7526 1.1015 3.2392
H -1.3197 0.1763 4.6975
H -0.4567 -0.1174 3.1682
C -8.2962 -5.8282 -2.1035
C -7.6846 -4.8597 -1.1042
N -7.1772 -4.0564 -0.2753
H -9.3704 -5.6440 -2.1916
H -7.8305 -5.6957 -3.0839
H -8.1376 -6.8574 -1.7701
C -6.6694 -4.1523 7.2664
C -7.2453 -4.7987 6.0170
N -7.7232 -5.3349 4.9806
H -5.7799 -4.6984 7.5924
H -6.3935 -3.1153 7.0562
H -7.4110 -4.1676 8.0697
C 0.7652 4.4060 5.2505
C 0.3767 2.9376 5.3075
N 0.0544 1.7194 5.3548
H 0.0721 4.9501 4.6030
H 0.7307 4.8399 6.2535
H 1.7786 4.5083 4.8529
C -3.5642 11.9818 -2.0481
C -3.5819 11.7134 -3.5441
N -3.5966 11.4908 -4.7852
H -3.8658 11.0823 -1.5044
H -2.5571 12.2677 -1.7326
H -4.2566 12.7929 -1.8067
C 7.1306 -5.6863 4.5120
C 6.5547 -6.3327 3.2626
N 6.0768 -6.8689 2.2262
H 8.0201 -6.2323 4.8380
H 7.4065 -4.6493 4.3018
H 6.3890 -5.7016 5.3153

=====

112
Properties=species:S:1:pos:R:3 method="wB97M-V/def2-TZVPD" total_charge=+1
C -4.6904 -5.7256 -3.8415
C -4.4623 -4.7530 -2.8217
C -3.7055 -3.8952 -1.6058
C -4.1429 -3.9890 -0.0097
N -3.4009 -3.2226 1.1044
C -2.1988 -2.3098 0.7830
O -1.4139 -1.5835 1.7915
C -2.2452 -1.0525 2.8811
C -1.6471 0.4396 3.2809
C -1.4029 1.4043 1.9363
C -0.4009 0.4282 4.3275
C 0.8994 -0.4681 3.9309
C 0.6965 -2.1108 4.1745
C 1.5684 -0.1253 2.4573
C -1.6979 -2.1105 -0.8005
O -0.5454 -1.2138 -1.0901
C -2.4612 -2.9073 -2.0130
C -1.9419 -2.6896 -3.5751
O -1.7151 -3.7702 -4.3437
O -1.7494 -1.3247 -4.1659
H -5.0133 -6.6191 -4.5560
H -5.0770 -4.6973 0.2160
H -3.7301 -3.3485 2.1088
H -2.2220 -1.7393 3.8571
H -3.3888 -0.9320 2.6115
H -2.5510 0.9781 3.8486
H -2.4543 1.7428 1.5060
H -0.7450 0.8478 1.1105
H -0.7597 2.3542 2.2496
H -0.0474 1.5338 4.4976
H -0.7764 0.0400 5.3906
H 1.7505 -0.1757 4.7181
H 1.6117 -2.5582 4.7601
H 0.7146 -2.6314 3.1002
H -0.3050 -2.3710 4.7215
H 0.9480 -0.5111 1.5445
H 1.7137 1.0592 2.4475
H 2.6746 -0.5630 2.4323
H 0.1935 -1.5080 -0.4630
H -1.8270 -0.6906 -3.3882
C 5.6558 3.1164 1.6304
C 6.1633 3.1355 3.0687
C 5.5051 2.0689 3.9461
C 4.0040 2.3020 3.9988
N 2.7587 2.4955 4.0425
H 4.5851 3.3374 1.5765
H 6.1737 3.8748 1.0347
H 5.8305 2.1394 1.1656
H 5.9840 4.1302 3.4948
H 7.2474 2.9773 3.0653
H 5.9118 2.1147 4.9618
H 5.7006 1.0678 3.5468
C 1.6047 2.2487 -3.5572
C 1.9730 0.9579 -2.8328
C 2.0544 1.1298 -1.3148
C 3.1220 2.1556 -0.9706
N 4.0078 3.0066 -0.6852
H 2.3609 3.0260 -3.4079
H 1.5302 2.0717 -4.6348
H 0.6402 2.6337 -3.2070
H 2.9344 0.5969 -3.2183
H 1.2245 0.1929 -3.0669
H 2.3074 0.1752 -0.8416
H 1.0914 1.4633 -0.9131
C 1.6289 8.0698 -1.7794
C 2.1690 6.7383 -1.2676
C 2.4667 5.7450 -2.3925
C 1.1912 5.4437 -3.1624
N 0.1330 5.1937 -3.8011
H 0.6729 7.9459 -2.2979
H 1.4581 8.7567 -0.9444
H 2.3375 8.5414 -2.4698
H 1.4408 6.3044 -0.5714
H 3.0876 6.9220 -0.6997
H 2.8636 4.8134 -1.9758
H 3.2143 6.1552 -3.0801
C -2.6806 -5.7508 7.1603
C -2.6392 -6.0241 5.6602
C -2.1942 -4.8078 4.8458
C -3.1664 -3.6600 5.0643
N -3.9730 -2.7078 5.2455
H -3.4076 -4.9713 7.4093
H -2.9755 -6.6545 7.7031
H -1.6975 -5.4365 7.5291
H -3.6341 -6.3482 5.3313
H -1.9505 -6.8544 5.4691
H -2.1677 -5.0585 3.7802
H -1.1893 -4.4910 5.1453
C -3.0012 5.6114 -2.1312
C -3.3081 4.1300 -2.3259
C -4.4662 3.6426 -1.4530
C -4.1210 3.8384 0.0143
N -3.8345 4.0007 1.2315
H -2.6835 5.8272 -1.1061
H -2.1875 5.9212 -2.7947
H -3.8792 6.2271 -2.3574
H -2.4048 3.5486 -2.1041
H -3.5544 3.9534 -3.3788
H -4.6555 2.5802 -1.6391
H -5.3823 4.1965 -1.6847
C 1.1799 -4.1969 -5.6512
C 0.7215 -5.1667 -6.7355
C 1.6655 -6.3586 -6.9055
C 3.0479 -5.8664 -7.3016
N 4.1948 -5.4580 -7.6303
H 2.1490 -3.7488 -5.8928
H 0.4614 -3.3778 -5.5455
H 1.2655 -4.7029 -4.6828
H 0.6347 -4.6228 -7.6841
H -0.2788 -5.5354 -6.4830
H 1.2865 -7.0300 -7.6832
H 1.7391 -6.9274 -5.9723

=====

Values for highest occupied orbital energy, eV, ordered as above
-6.46, -12.40
Values for M, u, ordered as above
864.0, 693.0
Values for HOMO-LUMO gap, eV, ordered as above
6.509, 6.839